[1]
Formula: C5H13NO
Source: OMol25
Level of theory: ωB97M-V/def2-TZVPD

Results
2S+1: 1
Orbital gap, eV: 8.9
HOMO, eV: -7.90
ΔE to the lowest compared entry with this formula, charge and spin, kcal per mole: 93.49
SMILES: CN(C)CCCO

Cartesian coordinates (Å):
H: -1.42719 0.43612 0.82400
H: 1.98449 2.40989 -1.50039
N: 0.74717 1.25564 -0.11198
H: -1.57606 -0.03853 -1.01899
H: -0.34316 1.80877 1.64642
C: -1.59013 -1.76892 0.47756
H: 2.58840 0.53608 -1.35806
H: -1.59106 -3.44600 -0.51169
H: -1.68762 -1.79478 1.65473
H: 0.51142 -0.56409 -1.15353
O: -0.97529 -2.76126 -0.39085
C: -1.21782 -0.25815 -0.01897
H: 2.98354 1.68124 -0.13986
H: 0.69786 -0.85142 0.70127
H: 1.48104 2.20489 1.46342
C: 2.12036 1.51505 -0.84114
H: -2.50384 -1.60353 0.09154
H: 0.39458 3.29316 0.69353
C: 0.31653 -0.12536 -0.14701
C: 0.54769 2.17552 0.94928

Cartesian forces (eV/Å) of the 3 atoms listed first:
H -0.947 -0.408 -0.931
H 0.381 -1.029 0.330
N 2.561 -0.115 -3.502

Okay, here come the natural (NBO) numbers, in e, for every atom: atom 1 (H): 0.204, atom 2 (H): 0.206, atom 3 (N): -0.483, atom 4 (H): 0.208, atom 5 (H): 0.195, atom 6 (C): -0.097, atom 7 (H): 0.213, atom 8 (H): 0.469, atom 9 (H): 0.175, atom 10 (H): 0.211, atom 11 (O): -0.721, atom 12 (C): -0.411, atom 13 (H): 0.180, atom 14 (H): 0.147, atom 15 (H): 0.170, atom 16 (C): -0.434, atom 17 (H): 0.172, atom 18 (H): 0.191, atom 19 (C): -0.198, atom 20 (C): -0.397

***

[2]
Formula: C5H13NO
Source: OMol25
Level of theory: ωB97M-V/def2-TZVPD

Results
2S+1: 1
Orbital gap, eV: 6.3
HOMO, eV: -9.25
ΔE to the lowest compared entry with this formula, charge and spin, kcal per mole: 163.48

Cartesian coordinates (Å):
H: -1.99459 -1.31416 1.33847
H: 0.15903 -1.48804 -0.42829
H: 1.58828 0.41043 -0.89523
C: -2.21612 -0.73051 0.44745
C: 1.41175 0.07436 0.13563
H: -2.07232 1.32789 -1.18952
C: -0.97899 0.06698 0.08682
C: 2.69958 -0.64007 0.53807
H: -2.54565 -1.39206 -0.35725
H: -3.03089 -0.01333 0.56831
H: -0.78640 0.96122 0.75759
C: -1.13309 0.77871 -1.27201
N: 0.21396 -0.72783 0.23595
H: -1.14810 0.16713 -2.17332
H: 3.46504 0.13343 0.54409
H: 1.21252 0.98804 0.74480
H: 2.60696 -1.08116 1.52852
H: 2.90164 -1.42235 -0.19020
O: 0.03759 2.33764 0.94865
H: -0.39022 1.56368 -1.36856

Cartesian forces (eV/Å) of the 3 atoms listed first:
H -0.402 0.058 0.106
H 0.230 -0.383 0.143
H -0.211 0.416 0.037

Okay, here come the natural (NBO) numbers, in e, for every atom: atom 1 (H): 0.230, atom 2 (H): 0.378, atom 3 (H): 0.166, atom 4 (C): -0.632, atom 5 (C): -0.224, atom 6 (H): 0.216, atom 7 (C): 0.067, atom 8 (C): -0.610, atom 9 (H): 0.220, atom 10 (H): 0.225, atom 11 (H): 0.238, atom 12 (C): -0.646, atom 13 (N): -0.600, atom 14 (H): 0.211, atom 15 (H): 0.216, atom 16 (H): 0.255, atom 17 (H): 0.211, atom 18 (H): 0.200, atom 19 (O): -0.359, atom 20 (H): 0.237

***

[3]
Formula: C5H13NO
Source: OMol25
Level of theory: ωB97M-V/def2-TZVPD

Results
2S+1: 1
Orbital gap, eV: 10.6
HOMO, eV: -9.77
ΔE to the lowest compared entry with this formula, charge and spin, kcal per mole: 5.78
SMILES: CCC(N)=O.CC

Cartesian coordinates (Å):
N: -1.30238 -2.18866 1.56744
H: 1.46197 -1.36887 0.68903
H: -0.47171 -2.76246 1.67783
O: -1.98020 -0.14837 0.89903
H: 1.38702 0.37738 0.45862
H: 1.03975 1.83939 -1.22157
C: 0.12920 -0.30021 2.07510
C: 0.49903 1.88790 -2.17062
H: 0.22262 -0.85128 3.00097
H: -0.07060 0.07336 -3.15035
H: 0.01677 2.86307 -2.06616
H: -0.06473 0.72141 2.38373
H: -2.00155 -2.61892 0.98119
H: 2.26800 -0.20398 1.76016
C: -0.46890 0.73307 -2.38415
H: -0.64196 0.16845 -1.47016
C: -1.13341 -0.83156 1.43570
C: 1.35993 -0.40993 1.20098
H: 1.22704 1.99683 -2.97732
H: -1.47589 1.02338 -2.68945

Cartesian forces (eV/Å) of the 3 atoms listed first:
N 0.553 -0.627 -0.187
H -0.027 0.017 0.121
H -0.264 0.260 0.168

Okay, here come the natural (NBO) numbers, in e, for every atom: atom 1 (N): -0.831, atom 2 (H): 0.205, atom 3 (H): 0.381, atom 4 (O): -0.602, atom 5 (H): 0.218, atom 6 (H): 0.197, atom 7 (C): -0.505, atom 8 (C): -0.614, atom 9 (H): 0.212, atom 10 (H): 0.200, atom 11 (H): 0.207, atom 12 (H): 0.234, atom 13 (H): 0.396, atom 14 (H): 0.217, atom 15 (C): -0.621, atom 16 (H): 0.216, atom 17 (C): 0.681, atom 18 (C): -0.605, atom 19 (H): 0.203, atom 20 (H): 0.211

***

[4]
Formula: C5H13NO
Source: OMol25
Level of theory: ωB97M-V/def2-TZVPD

Results
2S+1: 1
Orbital gap, eV: 10.1
HOMO, eV: -9.14
ΔE to the lowest compared entry with this formula, charge and spin, kcal per mole: 31.22
SMILES: CC(C)CNCO

Cartesian coordinates (Å):
H: 1.94851 0.06108 -0.75690
N: 1.08678 0.24067 -1.25182
C: -1.77562 0.65575 1.36470
H: -1.50271 1.70624 1.57383
H: 1.13569 0.53953 2.01069
H: -0.59634 1.46885 -0.87835
H: 1.03522 -1.86349 -1.45570
C: 0.54230 -0.96843 -1.91062
H: 0.03579 -0.76021 2.68006
H: -2.10565 0.12524 2.24710
H: -0.53000 -0.96426 -1.66655
C: 0.53908 -0.34643 1.80961
H: -2.54162 0.69207 0.59411
H: 1.14698 -1.19481 1.46206
H: 0.77469 1.61891 0.29459
H: -0.85131 -0.91278 0.30972
C: 0.19803 0.94251 -0.35540
O: 0.88812 -0.99374 -3.24864
H: 1.10789 -0.11104 -3.54038
C: -0.53583 0.06434 0.71788

Cartesian forces (eV/Å) of the 3 atoms listed first:
H 0.090 -0.226 -0.221
N -0.109 -0.260 -0.186
C 1.002 1.469 -1.160

Okay, here come the natural (NBO) numbers, in e, for every atom: atom 1 (H): 0.365, atom 2 (N): -0.654, atom 3 (C): -0.610, atom 4 (H): 0.198, atom 5 (H): 0.196, atom 6 (H): 0.186, atom 7 (H): 0.152, atom 8 (C): 0.097, atom 9 (H): 0.209, atom 10 (H): 0.216, atom 11 (H): 0.150, atom 12 (C): -0.619, atom 13 (H): 0.208, atom 14 (H): 0.206, atom 15 (H): 0.195, atom 16 (H): 0.184, atom 17 (C): -0.216, atom 18 (O): -0.723, atom 19 (H): 0.480, atom 20 (C): -0.220

***

[5]
Formula: C5H13NO
Source: OMol25
Level of theory: ωB97M-V/def2-TZVPD

Results
2S+1: 1
Orbital gap, eV: 9.6
HOMO, eV: -8.72
ΔE to the lowest compared entry with this formula, charge and spin, kcal per mole: 26.85
SMILES: C1CCNCC1.O

Cartesian coordinates (Å):
H: 0.45774 2.19729 2.58631
H: -0.40297 1.72915 -1.24739
H: 1.43984 0.25619 1.67767
C: -0.06339 1.51851 -0.21503
H: -1.95691 1.88041 0.80500
H: -1.22865 1.99779 3.14518
C: 0.00000 0.00000 0.00000
N: -0.41230 0.21062 2.40908
C: -0.48923 1.65675 2.39524
C: 0.52936 -0.31635 1.41562
H: -0.84505 3.28024 0.82282
H: -0.43712 -2.53479 -3.24231
H: -1.03561 -0.37097 -0.12388
H: -1.08200 -2.87147 -1.86555
H: -0.10866 -0.02521 3.36247
H: 0.78750 -1.39234 1.44778
O: -0.22276 -2.87723 -2.34507
H: 0.88379 2.06824 -0.05352
C: -0.89880 2.17996 0.93210
H: 0.62347 -0.47512 -0.78166

Cartesian forces (eV/Å) of the 3 atoms listed first:
H 0.160 -0.453 0.345
H -0.144 0.237 0.680
H 0.435 -0.399 -1.030

Okay, here come the natural (NBO) numbers, in e, for every atom: atom 1 (H): 0.149, atom 2 (H): 0.208, atom 3 (H): 0.160, atom 4 (C): -0.402, atom 5 (H): 0.191, atom 6 (H): 0.204, atom 7 (C): -0.415, atom 8 (N): -0.631, atom 9 (C): -0.220, atom 10 (C): -0.227, atom 11 (H): 0.205, atom 12 (H): 0.471, atom 13 (H): 0.201, atom 14 (H): 0.472, atom 15 (H): 0.357, atom 16 (H): 0.208, atom 17 (O): -0.941, atom 18 (H): 0.192, atom 19 (C): -0.403, atom 20 (H): 0.221

***

[6]
Formula: C5H13NO
Source: OMol25
Level of theory: ωB97M-V/def2-TZVPD

Results
2S+1: 1
Orbital gap, eV: 9.8
HOMO, eV: -8.96
ΔE to the lowest compared entry with this formula, charge and spin, kcal per mole: 31.95
SMILES: CN[C@@H](C)[C@H](C)O

Cartesian coordinates (Å):
H: 0.18629 -1.85853 -2.04840
H: -0.11891 0.38703 2.15316
H: 1.57954 -0.88005 -2.06436
H: 1.01290 -2.20594 -0.03039
C: 0.47763 -0.84350 -2.15953
C: -1.72930 1.37971 0.98590
N: -0.15773 0.04747 -1.20576
C: 0.96298 -1.33314 0.61460
H: -2.43058 0.70585 0.50126
H: -2.05272 1.94331 1.85724
H: 0.79643 -1.66219 1.63780
C: -0.36377 0.75210 1.15374
H: 0.35606 -0.55224 -3.20357
H: -1.58641 2.16000 0.23686
H: -1.09026 -1.04460 0.35114
H: 1.43176 1.51889 0.60824
C: -0.20684 -0.41935 0.18072
H: 0.44974 0.86187 -1.15325
H: 1.89523 -0.77143 0.61708
O: 0.58797 1.81475 0.96750

Cartesian forces (eV/Å) of the 3 atoms listed first:
H -0.732 -0.847 0.054
H -0.676 -0.300 0.129
H -0.142 0.030 0.262

Okay, here come the natural (NBO) numbers, in e, for every atom: atom 1 (H): 0.192, atom 2 (H): 0.170, atom 3 (H): 0.163, atom 4 (H): 0.213, atom 5 (C): -0.413, atom 6 (C): -0.641, atom 7 (N): -0.621, atom 8 (C): -0.630, atom 9 (H): 0.221, atom 10 (H): 0.219, atom 11 (H): 0.214, atom 12 (C): 0.096, atom 13 (H): 0.203, atom 14 (H): 0.231, atom 15 (H): 0.183, atom 16 (H): 0.464, atom 17 (C): -0.061, atom 18 (H): 0.347, atom 19 (H): 0.189, atom 20 (O): -0.739